1.
Formula: C28H80N4O10
Source: the OMol25 dataset
Level of theory: wB97M-V/def2-TZVPD

```
! wB97M-V def2-TZVPD RIJCOSX def2/J DEFGRID3
* xyz 0 1
C -0.341 -1.890 0.298
C -1.512 -0.956 -0.006
O -1.696 -0.867 -1.479
H -0.275 -2.772 -0.339
H -0.230 -2.262 1.316
H 0.616 -1.378 0.198
H -1.213 0.048 0.293
H -2.453 -1.275 0.442
H -2.343 -0.163 -1.568
C 0.576 4.986 5.954
C 0.393 4.902 4.480
O 0.845 6.177 3.889
H 0.574 4.002 6.424
H -0.356 5.479 6.230
H 1.402 5.634 6.248
H -0.628 4.612 4.232
H 1.021 4.080 4.138
H 1.494 6.585 4.466
C -4.283 -4.641 5.370
C -5.522 -5.370 5.921
O -5.021 -6.754 6.029
H -4.507 -3.576 5.319
H -4.063 -4.964 4.353
H -3.344 -4.787 5.905
H -6.321 -5.411 5.182
H -5.805 -4.879 6.852
H -4.900 -6.992 6.951
C -7.705 4.535 -1.903
C -6.204 4.792 -1.980
O -5.690 3.541 -2.361
H -8.141 4.224 -0.954
H -8.084 3.919 -2.719
H -8.246 5.460 -2.098
H -5.793 5.210 -1.062
H -6.033 5.604 -2.687
H -5.742 3.511 -3.319
C -9.862 -3.794 0.695
C -8.952 -2.672 1.136
O -9.461 -1.370 0.854
H -9.855 -3.711 -0.392
H -10.822 -3.991 1.171
H -9.443 -4.781 0.890
H -7.942 -2.699 0.727
H -9.014 -2.738 2.222
H -9.135 -0.821 1.571
C 3.535 -0.925 6.712
C 5.100 -1.328 6.556
O 5.283 -2.316 7.539
H 3.420 -0.399 7.660
H 2.882 -1.798 6.693
H 3.150 -0.404 5.835
H 5.605 -0.373 6.699
H 5.239 -1.880 5.626
H 5.674 -1.949 8.335
C 6.069 1.433 -4.012
C 5.269 2.638 -3.393
C 5.856 4.051 -3.642
O 7.140 4.151 -3.020
C 8.357 4.281 -3.885
N 3.877 2.673 -3.904
H 5.492 0.511 -4.079
H 7.019 1.350 -3.483
H 6.248 1.530 -5.083
H 5.243 2.494 -2.313
H 5.242 4.825 -3.181
H 5.959 4.270 -4.705
H 9.288 4.289 -3.318
H 8.191 5.247 -4.362
H 8.483 3.479 -4.613
H 3.424 3.526 -3.608
H 3.398 1.905 -3.456
C -8.902 6.899 6.556
C -8.444 5.947 5.469
C -8.394 4.461 5.967
O -8.154 3.447 4.997
C -6.943 3.707 4.310
N -9.316 6.219 4.392
H -8.181 6.672 7.342
H -9.858 6.580 6.971
H -8.987 7.968 6.362
H -7.502 6.332 5.080
H -9.253 3.986 6.440
H -7.579 4.492 6.689
H -6.611 2.733 3.951
H -6.106 4.048 4.920
H -7.027 4.345 3.430
H -9.382 7.144 3.992
H -9.141 5.536 3.669
C 1.585 -2.177 -8.667
C 2.747 -1.495 -9.492
C 2.911 -1.951 -10.878
O 4.231 -1.495 -11.371
C 4.427 -1.887 -12.763
N 2.676 -0.008 -9.343
H 0.752 -2.576 -9.247
H 1.351 -1.419 -7.919
H 2.103 -2.984 -8.148
H 3.700 -1.802 -9.063
H 2.019 -1.719 -11.461
H 2.839 -3.037 -10.831
H 4.517 -2.953 -12.971
H 5.305 -1.328 -13.087
H 3.604 -1.514 -13.374
H 2.771 0.291 -8.383
H 3.468 0.459 -9.762
C 6.510 -5.957 0.815
C 7.633 -6.870 0.237
C 8.990 -6.149 0.458
O 9.155 -4.906 -0.266
C 9.738 -5.147 -1.536
N 7.481 -8.169 0.877
H 6.560 -5.610 1.847
H 5.506 -6.310 0.580
H 6.507 -5.014 0.267
H 7.474 -7.029 -0.830
H 9.783 -6.896 0.483
H 8.974 -5.800 1.491
H 9.938 -4.179 -1.995
H 9.083 -5.805 -2.107
H 10.697 -5.654 -1.438
H 6.507 -8.395 1.024
H 7.806 -8.100 1.831
*
```

Results
ΔE to the lowest compared entry with this formula, charge and spin: 6.052 eV
electronic energy: -56759.552 eV
Kohn-Sham gap: 9.1 eV
LUMO level: 0.21 eV
highest occupied orbital energy: -8.87 eV

***

2.
Formula: C5H10O2
Source: the OMol25 dataset
Level of theory: wB97M-V/def2-TZVPD

```
! wB97M-V def2-TZVPD RIJCOSX def2/J DEFGRID3
* xyz 0 1
O -0.927 -0.565 2.897
C -0.066 -0.415 2.039
O 1.053 0.282 2.150
C -0.287 -0.890 0.730
C -1.064 -0.161 -0.269
C -0.214 0.930 -0.989
C 0.896 0.285 -1.928
H 1.262 0.477 3.101
H 0.765 -1.024 0.385
H -0.753 -1.856 0.840
H -2.002 0.280 0.224
H -1.509 -0.968 -1.068
H 0.265 1.484 -0.120
H -0.832 1.660 -1.595
H 1.691 1.034 -2.373
H 1.340 -0.478 -1.237
H 0.382 -0.076 -2.788
*
```

Results
ΔE to the lowest compared entry with this formula, charge and spin: 1.614 eV
electronic energy: -9441.429 eV
Kohn-Sham gap: 10.9 eV
LUMO level: 0.69 eV
highest occupied orbital energy: -10.25 eV

***

3.
Formula: C5H9NO
Source: the OMol25 dataset
Level of theory: wB97M-V/def2-TZVPD

```
! wB97M-V def2-TZVPD RIJCOSX def2/J DEFGRID3
* xyz 0 1
C -1.567 -1.229 -0.038
C -0.574 -0.268 -0.676
C -0.751 1.252 -0.375
C 0.679 1.319 0.230
C 0.785 -0.165 -0.014
N 1.634 -1.066 0.250
O 2.742 -0.515 0.895
H -2.558 -1.127 -0.494
H -1.662 -1.031 1.036
H -1.236 -2.265 -0.159
H -0.487 -0.472 -1.750
H -0.909 1.880 -1.255
H -1.545 1.455 0.350
H 0.750 1.608 1.284
H 1.402 1.912 -0.339
H 3.297 -1.289 1.055
*
```

Results
ΔE to the lowest compared entry with this formula, charge and spin: 2.881 eV
electronic energy: -8866.331 eV
Kohn-Sham gap: 10.5 eV
LUMO level: 1.09 eV
highest occupied orbital energy: -9.44 eV

***

4.
Formula: C20H29BeCl4F6N8O4S2
Source: the OMol25 dataset
Level of theory: wB97M-V/def2-TZVPD

```
! wB97M-V def2-TZVPD RIJCOSX def2/J DEFGRID3
* xyz 1 1
Be 1.694 -4.639 1.730
C -0.678 1.539 1.871
F -1.350 0.823 2.830
F -1.571 1.762 0.837
F -0.360 2.752 2.352
S 0.895 0.642 1.205
O 1.785 1.650 0.603
O 1.478 -0.156 2.295
N 0.325 -0.622 0.168
S 0.289 0.049 -1.269
O -0.433 1.338 -1.517
O 1.555 -0.091 -1.903
C -0.897 -1.159 -2.070
F -0.295 -2.407 -2.064
F -2.053 -1.039 -1.424
F -1.200 -0.781 -3.306
C -2.300 1.084 -9.863
C -1.237 1.649 -8.996
N -0.361 2.078 -8.389
H -2.085 0.028 -10.022
H -2.104 1.633 -10.784
H -3.310 1.255 -9.491
C -4.885 -8.587 -0.758
C -3.747 -7.830 -0.363
N -2.833 -7.273 0.036
H -4.634 -9.635 -0.916
H -5.114 -8.176 -1.742
H -5.764 -8.459 -0.126
C -2.131 -2.128 8.059
C -2.091 -2.771 6.713
N -1.960 -3.272 5.696
H -3.124 -1.964 8.478
H -1.573 -1.193 8.022
H -1.586 -2.684 8.823
C -2.462 -7.531 -7.030
C -2.050 -8.400 -5.941
N -1.758 -9.125 -5.070
H -3.385 -7.968 -7.411
H -1.644 -7.664 -7.738
H -2.677 -6.471 -6.887
C 6.858 6.401 0.762
C 6.089 7.298 1.633
N 5.426 7.905 2.296
H 7.564 6.946 0.135
H 6.213 5.798 0.123
H 7.456 5.752 1.402
C 7.174 -1.276 5.959
C 7.514 0.001 5.309
N 7.775 0.975 4.764
H 6.368 -1.843 5.494
H 6.755 -1.160 6.959
H 8.035 -1.915 6.154
C 7.951 -0.053 -1.078
C 7.173 -1.063 -0.364
N 6.522 -1.872 0.169
H 8.730 -0.572 -1.635
H 8.489 0.554 -0.350
H 7.318 0.470 -1.795
Cl -7.347 -2.607 1.944
C -6.591 -1.318 1.030
C -7.310 -0.890 -0.307
Cl -9.020 -0.458 -0.107
H -5.548 -1.615 0.913
H -6.587 -0.416 1.642
H -7.412 -1.705 -1.023
H -6.748 -0.082 -0.776
Cl -1.435 12.081 2.278
C -0.826 10.467 2.655
C -0.751 9.529 1.479
Cl -2.242 9.615 0.458
H -1.521 10.002 3.354
H 0.124 10.546 3.184
H -0.696 8.494 1.818
H 0.133 9.753 0.882
*
```

Results
electronic energy: -129765.626 eV
Kohn-Sham gap: 0.9 eV
LUMO level: -10.61 eV
highest occupied orbital energy: -11.53 eV

***

5.
Formula: C4H7O2Rb
Source: the OMol25 dataset
Level of theory: wB97M-V/def2-TZVPD

```
! wB97M-V def2-TZVPD RIJCOSX def2/J DEFGRID3
* xyz 0 1
H -0.535 0.474 1.053
O 0.099 0.325 -0.921
Rb -3.796 -1.587 -0.455
C -0.177 -0.417 0.201
O 0.230 -1.681 0.142
C -0.822 -2.568 -0.432
C 0.878 0.839 0.180
C 0.854 2.339 0.293
H -0.415 -2.904 -1.406
H -0.806 -3.451 0.234
H 1.904 0.451 0.128
H -0.162 2.735 0.170
H 1.240 2.647 1.276
H 1.507 2.796 -0.464
*
```

Results
ΔE to the lowest compared entry with this formula, charge and spin: 4.069 eV
electronic energy: -9004.928 eV
Kohn-Sham gap: 5.2 eV
LUMO level: -0.78 eV
highest occupied orbital energy: -6.00 eV

***

6.
Formula: C4H7NO
Source: the OMol25 dataset
Level of theory: wB97M-V/def2-TZVPD

```
! wB97M-V def2-TZVPD RIJCOSX def2/J DEFGRID3
* xyz 0 1
C -1.552 -0.013 0.464
C -0.748 -0.983 -0.323
C 0.216 -0.325 -1.252
N 1.154 -0.466 -0.127
C 1.481 0.625 0.657
O 1.308 1.779 0.340
H -1.697 -0.340 1.500
H -2.534 -0.120 -0.024
H -1.262 1.048 0.433
H 1.028 -1.373 0.331
H 0.554 -0.896 -2.121
H 0.102 0.738 -1.487
H 1.950 0.325 1.610
*
```

Results
ΔE to the lowest compared entry with this formula, charge and spin: 4.220 eV
electronic energy: -7795.425 eV
Kohn-Sham gap: 9.0 eV
LUMO level: 0.41 eV
highest occupied orbital energy: -8.56 eV

***

7.
Formula: C4H8O
Source: the OMol25 dataset
Level of theory: wB97M-V/def2-TZVPD

```
! wB97M-V def2-TZVPD RIJCOSX def2/J DEFGRID3
* xyz 0 1
C -1.678 -1.212 0.346
C 0.917 0.381 0.827
C 1.600 -0.110 -0.409
O 1.830 1.333 -0.261
C 0.407 1.544 0.038
H -2.398 -0.390 0.342
H -2.172 -2.131 0.667
H -1.276 -1.349 -0.663
H -0.866 -0.979 1.042
H 1.073 -0.323 -1.347
H 2.520 -0.681 -0.283
H 0.242 2.480 0.571
H -0.199 1.438 -0.871
*
```

Results
ΔE to the lowest compared entry with this formula, charge and spin: 5.229 eV
electronic energy: -6319.939 eV
Kohn-Sham gap: 9.7 eV
LUMO level: 1.02 eV
highest occupied orbital energy: -8.70 eV

***

8.
Formula: C10H16
Source: the OMol25 dataset
Level of theory: wB97M-V/def2-TZVPD

```
! wB97M-V def2-TZVPD RIJCOSX def2/J DEFGRID3
* xyz -1 2
C -1.964 2.205 -1.959
C -1.545 -1.202 -0.328
C -1.409 -0.855 1.065
C -1.693 -0.200 -1.280
C -1.805 1.142 -0.923
C -1.473 0.489 1.392
C -1.536 1.517 0.449
H -1.406 -2.239 -0.637
H -1.340 -1.584 1.865
H -1.595 -0.410 -2.347
H -1.412 0.750 2.444
H -2.908 2.774 -1.896
H -1.909 1.829 -2.983
H -1.512 2.560 0.749
H -1.189 2.970 -1.837
C 2.070 -0.654 0.056
C 2.379 0.166 1.294
C 2.230 -2.145 0.207
H 1.053 -0.453 -0.290
H 2.660 -0.208 -0.759
H 1.612 0.101 2.067
H 3.285 -2.446 0.285
H 1.775 -2.444 1.156
H 2.530 1.217 1.051
H 3.314 -0.174 1.770
H 1.784 -2.708 -0.611
*
```

Results
ΔE to the lowest compared entry with this formula, charge and spin: 0.085 eV
electronic energy: -10628.226 eV
Kohn-Sham gap (alpha / beta): 3.1 / 7.3 eV
<S²>: 0.761
LUMO level (alpha / beta): 3.92 / 3.85 eV
highest occupied orbital energy (alpha / beta): 0.84 / -3.41 eV